Run P
Entry from the OMol25 dataset: a cluster of 2 separate species, C3H4ClN in total (ωB97M-V/def2-TZVPD).

```
9
C3H4ClN (ωB97M-V/def2-TZVPD)
C -1.817 -0.067 0.079
C -0.748 0.845 0.327
C 0.950 -0.837 0.267
N -2.579 -0.893 -0.113
Cl 2.406 -0.056 -0.029
H -0.139 1.332 -0.526
H -0.628 1.274 1.245
H 0.350 -1.225 -0.563
H 0.580 -1.099 1.294
```

2S+1: 1
Charge: 0
Kohn-Sham gap (spin up / spin down), Eh: 0.314 / 0.295
LUMO energy (spin up / spin down), eV: -0.52 / -0.82

***

Run Q
Entry from the OMol25 dataset: a cluster of 2 separate species, C3H4ClN in total (ωB97M-V/def2-TZVPD).

```
9
C3H4ClN (ωB97M-V/def2-TZVPD)
C 1.949 -0.440 0.631
C -0.517 2.032 0.565
C 1.798 0.539 -0.242
N -0.256 1.415 -0.471
Cl 2.861 1.267 -1.254
H 2.997 -0.946 0.527
H 1.088 -0.872 1.249
H -1.464 2.488 0.543
H 0.130 2.101 1.353
```

2S+1: 1
Charge: 0
Kohn-Sham gap (spin up / spin down), Eh: 0.334 / 0.325
LUMO energy (spin up / spin down), eV: -0.02 / 0.10

***

Most stable structure, least stable structure: run P, run Q.

***

Run P
Entry from the OMol25 dataset: a cluster of 2 separate species, C3H4F3NO in total (ωB97M-V/def2-TZVPD).

```
12
C3H4F3NO (ωB97M-V/def2-TZVPD)
C 0.715 -1.713 0.169
C 0.371 -0.450 0.125
C -1.624 -0.014 -0.097
N 1.099 1.699 -0.337
O 1.163 0.566 0.488
F -1.825 1.301 0.253
F -1.981 -0.329 -1.334
F -2.275 -0.752 0.754
H 1.685 -2.031 0.287
H 0.086 -2.515 0.082
H 0.535 2.393 0.162
H 2.050 1.846 -0.553
```

2S+1: 1
Charge: 0
Kohn-Sham gap, Eh: 0.386
LUMO energy, eV: 0.94

***

Run Q
Entry from the OMol25 dataset: a cluster of 2 separate species, C3H4F3NO in total (ωB97M-V/def2-TZVPD).

```
12
C3H4F3NO (ωB97M-V/def2-TZVPD)
C 0.057 0.373 -0.785
C -0.694 -0.634 -0.030
C -1.571 0.798 2.487
N -1.421 -1.304 0.723
O 0.535 -0.960 -0.586
F -0.438 0.911 3.173
F -1.380 1.563 1.318
F -2.540 1.360 3.143
H -0.058 0.867 -1.754
H 0.483 0.883 -0.003
H -2.047 -0.099 1.709
H -0.931 -2.006 1.208
```

2S+1: 1
Charge: 0
Kohn-Sham gap, Eh: 0.393
SMILES string: [H]/N=C1/CO1.FC(F)F
LUMO energy, eV: 0.80

***

Most stable structure, least stable structure: run Q, run P.

***

Run P
Entry from the OMol25 dataset: the molecule C4H6N2S (ωB97M-V/def2-TZVPD).

```
13
C4H6N2S (ωB97M-V/def2-TZVPD)
C -1.257 1.769 1.996
C 0.784 -0.693 0.230
C 0.373 0.674 0.635
C 0.564 -1.106 -1.240
N -1.959 2.605 2.424
N -0.542 0.730 1.533
S -1.202 -1.177 -1.699
H 1.878 -0.853 0.359
H 0.088 -1.216 1.042
H 0.697 1.502 0.115
H -1.539 0.125 -2.122
H 1.088 -0.327 -1.910
H 1.028 -2.033 -1.364
```

2S+1: 1
Charge: 0
Kohn-Sham gap, Eh: 0.341
SMILES string: N#C/N=C/CCS
LUMO energy, eV: -0.29

***

Run Q
Entry from the OMol25 dataset: the molecule C4H6N2S (ωB97M-V/def2-TZVPD).

```
13
C4H6N2S (ωB97M-V/def2-TZVPD)
C 1.785 0.108 0.258
C -0.577 -0.990 0.211
C -1.177 -2.085 -0.155
C 0.917 0.965 -0.610
N 1.470 -1.077 0.570
N -0.947 1.628 1.041
S -0.906 0.711 -0.215
H 2.790 0.435 0.498
H -2.164 -2.362 -0.579
H -0.553 -2.962 0.053
H 1.076 1.999 -0.052
H 1.259 0.978 -1.711
H -1.873 1.531 1.525
```

2S+1: 1
Charge: 0
Kohn-Sham gap (spin up / spin down), Eh: 0.309 / 0.309
LUMO energy (spin up / spin down), eV: 0.19 / 0.19

***

Most stable structure, least stable structure: run P, run Q.

***

Run P
Entry from the OMol25 dataset: the molecule C4H6N2S (ωB97M-V/def2-TZVPD).

```
13
C4H6N2S (ωB97M-V/def2-TZVPD)
C 0.433 -1.205 1.324
C -0.431 0.098 1.208
C 0.162 0.255 -1.227
C -0.257 0.997 -2.360
H 0.170 -1.758 0.467
H 0.269 -1.722 2.273
H 1.510 -1.072 1.190
H -1.026 1.578 0.081
H 1.302 0.315 -1.169
H -0.286 -0.730 -1.101
N -0.338 0.862 0.065
N -0.266 1.695 -3.319
S -1.240 0.688 2.569
```

2S+1: 1
Charge: 0
Kohn-Sham gap, Eh: 0.327
SMILES string: CC(=S)NCC#N
LUMO energy, eV: 0.24

***

Run Q
Entry from the OMol25 dataset: the molecule C4H6N2S (ωB97M-V/def2-TZVPD).

```
13
C4H6N2S (ωB97M-V/def2-TZVPD)
C 0.216 0.698 0.297
C 1.093 -0.320 0.079
C -2.068 -0.059 0.301
C 2.531 0.026 0.024
N -1.078 0.623 0.326
N -3.236 -0.222 -0.297
S 0.505 -1.908 -0.097
H 0.620 1.726 0.509
H 2.912 -0.320 -0.840
H 2.414 1.149 -0.009
H 3.243 -0.355 0.783
H -3.269 -0.338 -1.390
H -3.883 -0.699 0.313
```

2S+1: 1
Charge: 0
Kohn-Sham gap (spin up / spin down), Eh: 0.264 / 0.264
LUMO energy (spin up / spin down), eV: -0.44 / -0.44

***

Most stable structure, least stable structure: run P, run Q.